Entry 1:
Molecular formula: C5H7N3O2S
Method: DFT, ωB97M-V/def2-TZVPD

Each line ends with the natural charge from an NBO analysis.
Atoms and positions in Å:
C 0.880 -2.534 2.184  -0.361
C 0.358 -2.289 3.388  0.776
C 0.229 0.221 0.743  0.025
C 1.227 -1.027 -1.066  -0.419
C -1.547 2.250 0.182  -0.720
N 1.070 -2.050 0.947  -0.179
N 0.795 -0.963 0.318  -0.049
N -0.053 0.194 2.026  -0.063
O -0.062 -2.265 4.462  -0.391
O -0.501 1.160 2.687  -0.445
S -0.020 1.514 -0.475  0.185
H 1.326 -3.536 2.231  0.249
H 0.377 -0.849 -1.726  0.233
H 1.979 -0.263 -1.263  0.221
H 1.641 -2.016 -1.246  0.240
H -1.894 2.948 -0.574  0.223
H -1.339 2.762 1.116  0.251
H -2.280 1.463 0.334  0.223

Calculated values
Net charge: 0
Energy, eV: -24693.1352
Kohn-Sham gap (spin up / spin down), eV: 7.1 / 6.7



Entry 2:
Molecular formula: C5H7N3O3
Method: DFT, ωB97M-V/def2-TZVPD

Each line ends with the natural charge from an NBO analysis.
Atoms and positions in Å:
C 1.023 -1.866 0.072  -0.055
C 1.497 -0.761 0.701  -0.061
C -1.200 0.707 -1.264  0.289
C 0.031 -0.095 -0.739  0.402
C 1.087 1.612 0.645  -0.446
N 0.126 -1.440 -0.885  -0.505
N 0.936 0.322 0.137  -0.322
N -2.096 -0.240 0.180  0.381
O -1.223 1.894 -0.998  -0.650
O -2.461 0.588 1.062  -0.408
O -2.220 -1.451 0.143  -0.466
H 1.382 -2.886 0.185  0.239
H 2.431 -0.659 1.316  0.241
H -1.839 0.264 -2.059  0.164
H 0.423 2.325 0.159  0.295
H 0.673 1.595 1.718  0.226
H 2.205 1.995 0.658  0.213
H -0.775 -1.903 -1.033  0.464

Calculated values
Net charge: 0
Energy, eV: -15906.5541
Kohn-Sham gap, eV: 8.8



Entry 3:
Molecular formula: C5H7N3O5
Method: DFT, ωB97M-V/def2-TZVPD

Each line ends with the Löwdin spin population.
Atoms and positions in Å:
C -1.979 0.092 0.348  0.131
C -1.110 -1.610 -1.035  0.047
C -0.816 0.408 1.238  0.571
C 0.846 -1.213 0.219  0.505
C 2.357 0.715 -0.208  0.023
N -2.066 -1.033 -0.402  0.046
N -0.869 1.175 0.093  0.154
N 0.232 -1.286 -0.955  0.125
O -1.262 2.544 0.046  0.044
O 1.949 -0.413 0.388  0.068
O 0.850 -2.211 1.024  0.160
O 1.943 0.964 -1.408  0.009
O 3.133 1.493 0.296  0.028
H -2.780 0.506 0.822  0.010
H -1.449 -2.546 -1.471  0.002
H -0.986 0.917 2.126  0.046
H 0.594 -0.834 -1.818  0.016
H 1.190 -2.107 1.906  0.009
H 2.193 1.831 -1.874  0.001
H -1.972 2.608 0.666  0.005

Calculated values
Spin multiplicity: 3
Net charge: 0
Energy, eV: -19997.4065
Kohn-Sham gap (spin up / spin down), eV: 5.9 / 8.8
<S²>: 2.009



Entry 4:
Molecular formula: C5H7N3O7
Method: DFT, ωB97M-V/def2-TZVPD

Each line ends with the natural charge from an NBO analysis.
Atoms and positions in Å:
C 3.001 0.869 -0.113  0.797
C 1.507 -1.092 -0.090  0.804
C 0.617 1.102 0.420  0.830
C -2.825 0.510 -0.674  0.561
C -0.961 -0.933 0.139  0.449
N 2.767 -0.456 -0.474  -0.678
N 1.879 1.542 0.290  -0.659
N 0.441 -0.291 0.081  -0.534
O 4.031 1.409 -0.249  -0.561
O 1.472 -2.285 0.012  -0.627
O -0.318 1.872 0.681  -0.646
O -2.091 1.355 -1.391  -0.655
O -3.269 0.850 0.594  -0.712
O -1.279 -1.102 1.487  -0.769
O -0.997 -2.007 -0.671  -0.735
H -3.043 -0.439 -1.044  0.192
H 3.330 -1.220 -0.878  0.452
H 1.806 2.635 0.372  0.461
H -1.616 2.033 -0.857  0.531
H -2.944 0.151 1.231  0.533
H -1.366 -2.047 1.724  0.484
H -0.142 -2.456 -0.589  0.483

Calculated values
Net charge: 0
Energy, eV: -24099.4733
Kohn-Sham gap (spin up / spin down), eV: 7.6 / 7.6



Entry 5:
Molecular formula: C5H7N4O
Method: DFT, ωB97M-V/def2-TZVPD

Each line ends with the natural charge from an NBO analysis.
Atoms and positions in Å:
C 0.974 -1.967 -0.053  -0.082
C 0.282 -0.784 -0.198  0.175
C -1.044 -0.498 -0.744  -0.456
C -2.204 -0.077 -0.207  0.119
C 1.429 1.481 -0.239  0.640
N 2.220 -1.728 0.382  -0.089
N 2.485 -0.523 0.355  -0.051
N 1.305 0.182 0.005  -0.276
N -2.499 0.635 0.969  -0.821
O 2.465 2.090 -0.088  -0.518
H 0.487 -2.948 -0.046  0.259
H -1.254 -0.928 -1.763  0.264
H -3.021 0.013 -0.859  0.209
H 0.588 2.020 -0.662  0.238
H -3.469 0.995 1.010  0.416
H -2.023 0.346 1.901  0.409
H 3.276 1.689 0.237  0.564

Calculated values
Net charge: +1
Energy, eV: -13296.2558
Kohn-Sham gap, eV: 7.0
SMILES: N/C=C\C1=CN=N/[N+]1=C\O



Entry 6:
Molecular formula: C5H7N4O2
Method: DFT, ωB97M-V/def2-TZVPD

Each line ends with the natural charge from an NBO analysis.
Atoms and positions in Å:
C -1.426 -1.944 0.536  0.109
C -1.239 -0.633 0.321  0.004
C -2.953 0.940 0.058  0.949
C 1.219 -1.418 0.049  -0.431
C 1.956 0.990 -0.310  -0.461
N -1.705 -3.069 0.696  -0.126
N -0.708 1.619 -0.253  -0.101
N -0.365 0.198 -0.078  0.044
N 0.906 -0.043 -0.350  -0.198
O -4.084 0.715 -0.053  -0.346
O -2.089 1.870 -0.154  -0.279
H 0.718 -2.038 -0.582  0.225
H 2.340 -1.497 -0.181  0.245
H 1.057 -1.782 0.999  0.228
H 1.550 1.838 -1.048  0.241
H 1.931 1.462 0.761  0.208
H 2.962 0.706 -0.714  0.289
H -0.071 2.086 0.304  0.401

Calculated values
Net charge: +1
Energy, eV: -15337.6215
Kohn-Sham gap (spin up / spin down), eV: 8.7 / 8.7



Entry 7:
Molecular formula: C5H7N4OS
Method: DFT, ωB97M-V/def2-TZVPD

Each line ends with the natural charge from an NBO analysis.
Atoms and positions in Å:
C 2.139 -1.123 -0.118  -0.042
C 3.449 -0.788 -0.109  -0.440
C -0.689 -0.982 -0.088  0.720
C -2.569 0.679 0.447  -0.362
C -1.751 1.814 -0.025  0.177
N 2.063 1.098 -0.227  -0.410
N 1.375 -0.020 -0.214  0.110
N -1.981 -0.598 0.111  -0.604
N 0.087 0.094 -0.155  -0.451
O -0.415 -2.175 -0.089  -0.633
S 3.639 0.836 -0.150  0.872
H 1.799 -2.055 0.126  0.285
H 4.260 -1.372 -0.354  0.269
H -2.420 0.874 1.481  0.260
H -3.551 0.672 0.068  0.312
H -1.130 1.668 -0.985  0.271
H -1.795 2.794 0.495  0.231
H -2.510 -1.416 -0.216  0.435

Calculated values
Net charge: +1
Energy, eV: -24129.1994
Kohn-Sham gap (spin up / spin down), eV: 6.4 / 6.4



Entry 8:
Molecular formula: C5H7N4OS
Method: DFT, ωB97M-V/def2-TZVPD

Each line ends with the natural charge from an NBO analysis.
Atoms and positions in Å:
C 1.540 -2.390 0.976  0.179
C 0.155 -1.582 -0.986  0.231
C 0.494 0.784 1.554  0.301
C 0.016 1.268 -0.601  0.025
C -1.050 0.344 -0.183  0.418
N 0.753 -2.019 0.084  -0.416
N -0.769 -0.713 -1.120  -0.489
N 0.967 1.451 0.467  -0.513
N -0.695 0.249 1.250  -0.541
O -2.408 0.716 -0.351  -0.664
S 0.142 2.099 -2.160  0.139
H 2.620 -2.361 1.369  0.243
H 0.565 -2.305 -1.689  0.229
H 1.058 0.817 2.432  0.247
H 1.669 2.135 0.406  0.452
H -1.158 -0.305 2.016  0.457
H -2.791 -0.085 -0.778  0.503
H -1.109 1.898 -2.685  0.200

Calculated values
Net charge: +1
Energy, eV: -24129.4690
Kohn-Sham gap (spin up / spin down), eV: 6.8 / 6.9



Entry 9:
Molecular formula: C5H7N6
Method: DFT, ωB97M-V/def2-TZVPD

Each line ends with the natural charge from an NBO analysis.
Atoms and positions in Å:
C -0.329 0.205 -1.063  0.183
C 0.611 1.058 -0.521  0.219
C 0.308 -0.713 0.876  0.382
C -1.361 -1.936 0.451  0.225
C 2.212 0.679 1.568  -0.440
N -1.061 0.772 -2.100  -0.153
N 0.638 2.163 -1.360  -0.203
N -0.653 -0.871 -0.046  -0.402
N -0.310 1.798 -2.259  -0.092
N 1.099 0.385 0.637  -0.323
N -2.544 -2.291 0.082  -0.698
H 0.471 -1.441 1.653  0.287
H 2.986 -0.116 1.441  0.250
H 2.689 1.644 1.155  0.252
H 1.750 0.922 2.634  0.255
H -0.483 2.569 -2.913  0.441
H -2.983 -3.116 0.381  0.430
H -3.041 -1.711 -0.615  0.388

Calculated values
Net charge: +1
Energy, eV: -14227.8603
Kohn-Sham gap, eV: 8.8



Entry 10:
Molecular formula: C5H7N6
Method: DFT, ωB97M-V/def2-TZVPD

Each line ends with the Löwdin spin population.
Atoms and positions in Å:
C -0.673 0.697 -0.246  0.134
C 2.466 -1.019 -0.013  0.072
C -2.536 -0.838 0.149  0.005
C 3.181 -2.157 -0.099  0.284
C -2.985 1.417 -0.211  0.009
N 3.092 0.118 0.540  0.233
N -3.020 -1.842 0.398  0.044
N 2.585 1.143 0.824  0.186
N -1.978 0.359 -0.101  0.112
N 1.245 -0.789 -0.521  0.543
N 0.434 0.051 -0.096  0.308
H -0.560 1.777 -0.338  0.014
H 2.729 -3.083 -0.415  0.014
H 4.216 -2.163 0.195  0.016
H -3.394 1.445 -1.225  0.004
H -3.800 1.209 0.483  0.002
H -2.558 2.389 0.030  0.002
H 1.557 1.286 0.645  0.017

Calculated values
Spin multiplicity: 3
Net charge: +1
Energy, eV: -14224.7064
Kohn-Sham gap (spin up / spin down), eV: 7.5 / 6.8
<S²>: 2.056



Entry 11:
Molecular formula: C5H7NO
Method: DFT, ωB97M-V/def2-TZVPD

Each line ends with the natural charge from an NBO analysis.
Atoms and positions in Å:
C 3.050 0.117 0.138  0.668
C -0.594 0.607 -0.521  -0.392
C -0.783 1.427 0.512  -0.393
C 2.355 -0.826 1.075  -0.631
C 1.850 -1.374 -0.192  0.184
N 2.789 -0.729 -0.930  -0.632
O 3.349 1.263 0.166  -0.535
H -1.087 -0.256 -0.820  0.208
H 0.046 1.049 -1.353  0.181
H -1.440 1.037 1.346  0.184
H 3.225 -1.388 1.621  0.263
H 1.660 -0.451 1.796  0.249
H -0.402 2.433 0.661  0.208
H 3.244 -0.742 -1.908  0.438

Calculated values
Net charge: 0
Energy, eV: -8831.3876
Kohn-Sham gap, eV: 9.5



Entry 12:
Molecular formula: C5H7NO
Method: DFT, ωB97M-V/def2-TZVPD

Each line ends with the natural charge from an NBO analysis.
Atoms and positions in Å:
O -2.517 -0.803 -0.363  -0.474
C -1.479 -1.126 0.075  0.718
C -0.427 1.209 -1.571  -0.056
N 0.627 0.682 -1.112  -0.390
C 0.833 0.785 0.320  -0.249
C 0.819 -0.604 0.976  -0.394
C -0.320 -1.510 0.557  -0.553
H -0.657 1.120 -2.633  0.179
H -1.156 1.745 -0.945  0.143
H 0.084 1.440 0.798  0.164
H 1.820 1.230 0.493  0.211
H 0.808 -0.460 2.064  0.214
H 1.753 -1.121 0.736  0.219
H -0.188 -2.586 0.606  0.267

Calculated values
Net charge: 0
Energy, eV: -8834.2331
Kohn-Sham gap, eV: 9.7
SMILES: C=NCCC=C=O



Entry 13:
Molecular formula: C5H7NO
Method: DFT, ωB97M-V/def2-TZVPD

Each line ends with the natural charge from an NBO analysis.
Atoms and positions in Å:
C -1.948 0.202 0.033  -0.607
C -0.703 -0.379 0.691  -0.497
C 0.541 0.099 0.059  0.268
C 1.974 -0.210 0.288  -0.161
O 2.337 0.447 -0.929  -0.524
C 0.908 0.621 -1.227  0.220
N 0.289 0.848 -2.286  -0.303
H -2.004 1.274 0.233  0.216
H -2.863 -0.247 0.423  0.215
H -1.881 0.059 -1.047  0.243
H -0.690 -0.150 1.768  0.240
H -0.656 -1.483 0.630  0.253
H 2.414 0.167 1.222  0.217
H 2.098 -1.303 0.225  0.220

Calculated values
Net charge: 0
Energy, eV: -8831.1203
Kohn-Sham gap (spin up / spin down), eV: 6.9 / 6.7



Entry 14:
Molecular formula: C5H7NO
Method: DFT, ωB97M-V/def2-TZVPD

Each line ends with the natural charge from an NBO analysis.
Atoms and positions in Å:
C 1.544 0.800 0.048  -0.612
C 0.232 0.326 -0.517  -0.324
C -0.218 0.695 -1.845  0.397
O -1.292 0.380 -2.334  -0.579
C -1.677 -1.296 0.375  -0.259
C -0.626 -0.498 0.131  0.227
N -0.662 -1.077 1.500  -0.592
H 2.324 0.801 -0.722  0.219
H 1.893 0.149 0.858  0.205
H 1.490 1.821 0.450  0.208
H 0.509 1.299 -2.434  0.100
H -2.728 -1.098 0.517  0.222
H -0.785 -0.408 2.259  0.389
H -0.064 -1.860 1.747  0.397

Calculated values
Net charge: 0
Energy, eV: -8832.0995
Kohn-Sham gap, eV: 7.9
SMILES: C/C(=C/[O-])C1=C[NH2+]1



Entry 15:
Molecular formula: C5H7NO
Method: DFT, ωB97M-V/def2-TZVPD

Each line ends with the natural charge from an NBO analysis.
Atoms and positions in Å:
O -0.065 1.506 1.562  -0.527
C -0.583 0.425 1.738  0.419
C -0.588 -0.726 0.790  -0.235
C -0.672 -0.611 -0.691  -0.049
C 0.049 0.604 -1.255  -0.440
C 1.291 0.054 -0.525  -0.234
N 0.547 -1.162 -0.053  -0.343
H -1.127 0.217 2.684  0.115
H -1.094 -1.597 1.201  0.221
H -1.370 -1.245 -1.236  0.209
H -0.320 1.586 -0.951  0.230
H 0.136 0.558 -2.343  0.216
H 1.707 0.667 0.274  0.214
H 2.088 -0.276 -1.195  0.203

Calculated values
Net charge: 0
Energy, eV: -8833.4963
Kohn-Sham gap, eV: 10.3
SMILES: O=C[C@H]1[C@H]2CCN21